1.
Here is a structure of composition C28H63F3N9O12STl in a non-equilibrium geometry from OMol25. Energies are from ωB97M-V with the def2-TZVPD basis set.

charge: +2
frontier orbital gap: 0.064 Ha
ΔE to the lowest compared entry with this formula, charge and spin: 0.000 eV
2S+1: 1

Element x y z (Å)
1 Tl -4.74 1.09 -0.24
2 C 0.48 1.05 1.01
3 F 0.20 1.17 2.27
4 F 0.59 2.24 0.45
5 F 1.65 0.41 0.91
6 S -0.77 -0.01 0.17
7 O -0.33 0.01 -1.19
8 O -0.64 -1.26 0.90
9 O -2.06 0.62 0.32
10 C -2.48 -2.43 -3.47
11 C -3.00 -2.04 -2.12
12 O -3.60 -0.95 -1.90
13 N -2.90 -2.94 -1.12
14 C -2.34 -4.27 -1.20
15 H -2.20 -1.56 -4.03
16 H -3.25 -2.94 -4.08
17 H -1.65 -3.13 -3.43
18 H -3.29 -2.59 -0.25
19 H -2.66 -4.80 -2.09
20 H -2.68 -4.86 -0.35
21 H -1.25 -4.22 -1.13
22 C -5.38 -3.60 2.40
23 C -4.24 -2.81 1.79
24 O -4.47 -1.86 1.02
25 N -2.98 -3.22 2.03
26 C -2.56 -4.18 3.05
27 H -5.37 -3.65 3.49
28 H -5.26 -4.65 2.09
29 H -6.35 -3.26 2.07
30 H -2.25 -2.71 1.54
31 H -2.53 -5.22 2.70
32 H -3.28 -4.21 3.87
33 H -1.60 -3.87 3.45
34 C 7.45 1.67 -2.43
35 C 6.44 1.80 -1.34
36 O 6.60 2.52 -0.37
37 N 5.28 1.08 -1.51
38 C 4.12 1.38 -0.72
39 H 7.97 2.63 -2.52
40 H 6.97 1.57 -3.41
41 H 8.18 0.90 -2.25
42 H 5.16 0.63 -2.40
43 H 3.28 0.77 -1.05
44 H 3.84 2.43 -0.93
45 H 4.24 1.25 0.35
46 C 0.72 -4.41 -5.54
47 C 0.95 -3.12 -4.77
48 O 0.79 -2.04 -5.31
49 N 1.25 -3.22 -3.44
50 C 1.24 -2.07 -2.57
51 H 1.06 -5.29 -4.98
52 H 1.27 -4.38 -6.47
53 H -0.35 -4.55 -5.66
54 H 1.49 -4.12 -3.06
55 H 0.83 -1.26 -3.16
56 H 2.27 -1.85 -2.26
57 H 0.60 -2.16 -1.70
58 C -3.51 1.95 4.66
59 C -3.34 1.00 3.50
60 O -4.00 1.18 2.48
61 N -2.43 0.01 3.57
62 C -1.43 -0.25 4.60
63 H -4.47 1.77 5.13
64 H -3.55 2.98 4.31
65 H -2.72 1.87 5.41
66 H -2.40 -0.57 2.74
67 H -1.86 -0.77 5.46
68 H -0.96 0.68 4.91
69 H -0.68 -0.92 4.19
70 C -1.64 4.05 1.94
71 C -2.52 4.38 0.76
72 O -3.55 3.74 0.56
73 N -2.13 5.40 -0.03
74 C -2.85 5.85 -1.18
75 H -0.59 4.35 1.83
76 H -1.63 2.97 2.08
77 H -2.01 4.53 2.85
78 H -1.33 5.91 0.29
79 H -3.20 6.87 -0.99
80 H -3.62 5.13 -1.42
81 H -2.15 5.99 -2.01
82 C 4.54 -3.03 0.51
83 C 3.65 -2.27 1.45
84 O 4.11 -1.33 2.09
85 N 2.36 -2.66 1.61
86 C 1.71 -3.66 0.78
87 H 5.06 -3.78 1.13
88 H 5.34 -2.34 0.26
89 H 4.12 -3.56 -0.34
90 H 1.79 -2.08 2.20
91 H 1.76 -3.28 -0.24
92 H 0.67 -3.85 1.00
93 H 2.22 -4.62 0.88
94 C 2.63 4.99 2.33
95 C 3.43 3.69 2.41
96 O 4.48 3.52 1.83
97 N 2.87 2.71 3.20
98 C 3.45 1.44 3.44
99 H 1.64 4.71 1.96
100 H 3.12 5.68 1.65
101 H 2.53 5.47 3.30
102 H 1.96 2.89 3.58
103 H 4.36 1.25 2.89
104 H 2.71 0.68 3.17
105 H 3.74 1.26 4.48
106 C -0.69 3.20 -2.71
107 C -1.85 2.22 -2.74
108 O -2.75 2.31 -1.89
109 N -1.89 1.29 -3.69
110 C -0.92 1.14 -4.77
111 H -0.85 4.06 -3.35
112 H 0.25 2.69 -2.91
113 H -0.58 3.54 -1.68
114 H -2.80 0.85 -3.80
115 H -0.54 2.11 -5.04
116 H -1.41 0.69 -5.63
117 H -0.13 0.45 -4.46

2.
Here is a cluster of 3 separate species, C28H64BClNO12P2 in total in a non-equilibrium geometry from OMol25. Energies are from ωB97M-V with the def2-TZVPD basis set.

charge: +1
frontier orbital gap: 0.346 Ha
2S+1: 1

Element x y z (Å)
1 C 7.11 0.35 -0.23
2 C 7.50 -0.61 -1.34
3 O 6.32 -1.33 -1.68
4 C 6.57 -2.48 -2.48
5 C 5.33 -3.35 -2.36
6 C 5.18 -3.84 -0.93
7 C 3.83 -4.49 -0.59
8 C 2.61 -3.78 -1.14
9 N 2.24 -2.58 -0.30
10 C 2.92 -1.31 -0.68
11 C 2.99 -0.48 0.59
12 C 1.55 -0.23 1.08
13 C 1.53 0.61 2.37
14 C 1.93 2.07 2.16
15 C 0.93 2.90 1.33
16 C 1.63 4.01 0.54
17 C 2.27 3.56 -0.74
18 O 1.36 2.87 -1.58
19 C 2.00 2.40 -2.75
20 C 0.71 -1.51 1.22
21 C 0.94 -2.32 2.50
22 B -0.40 -2.81 3.20
23 O -0.81 -4.12 3.09
24 O -1.16 -1.95 3.91
25 C 0.78 -2.40 -0.05
26 C -0.03 -1.72 -1.15
27 Cl -1.74 -2.20 -0.82
28 C 0.26 -2.09 -2.60
29 C -0.43 -1.08 -3.53
30 H 6.44 1.08 -0.65
31 H 6.56 -0.20 0.53
32 H 7.99 0.81 0.21
33 H 8.26 -1.30 -0.99
34 H 7.85 -0.06 -2.21
35 H 6.64 -2.17 -3.52
36 H 7.48 -3.01 -2.20
37 H 5.35 -4.17 -3.07
38 H 4.51 -2.69 -2.67
39 H 5.38 -3.06 -0.21
40 H 5.95 -4.60 -0.77
41 H 3.74 -4.55 0.50
42 H 3.80 -5.51 -0.96
43 H 2.69 -3.52 -2.18
44 H 1.77 -4.46 -1.07
45 H 2.64 -2.81 0.62
46 H 3.95 -1.51 -0.99
47 H 2.44 -0.80 -1.50
48 H 3.53 0.44 0.44
49 H 3.47 -1.08 1.37
50 H 1.11 0.42 0.32
51 H 2.24 0.18 3.07
52 H 0.53 0.56 2.79
53 H 1.99 2.54 3.14
54 H 2.91 2.17 1.72
55 H 0.26 3.42 2.02
56 H 0.30 2.32 0.67
57 H 0.93 4.81 0.30
58 H 2.39 4.44 1.18
59 H 3.15 2.92 -0.58
60 H 2.64 4.43 -1.29
61 H 2.33 1.37 -2.58
62 H 1.30 2.41 -3.57
63 H 2.89 2.98 -2.99
64 H -0.33 -1.16 1.24
65 H 1.55 -1.81 3.24
66 H 1.50 -3.23 2.24
67 H -0.04 -4.71 3.09
68 H -1.78 -2.44 4.47
69 H 0.36 -3.35 0.23
70 H -0.03 -0.64 -1.08
71 H 1.32 -2.05 -2.85
72 H -0.12 -3.07 -2.87
73 H -0.25 -1.36 -4.56
74 H -1.50 -1.05 -3.35
75 H -0.05 -0.07 -3.38
76 C -5.50 4.50 -1.45
77 O -5.65 3.10 -1.18
78 P -4.98 2.05 -2.16
79 O -3.68 2.44 -2.72
80 O -6.09 1.68 -3.23
81 C -6.55 2.70 -4.12
82 O -4.96 0.76 -1.25
83 C -4.25 -0.38 -1.75
84 H -5.50 5.02 -0.49
85 H -4.56 4.71 -1.96
86 H -6.33 4.86 -2.05
87 H -5.76 3.40 -4.38
88 H -7.39 3.23 -3.66
89 H -6.90 2.22 -5.03
90 H -3.26 -0.41 -1.28
91 H -4.14 -0.35 -2.83
92 H -4.80 -1.28 -1.47
93 C -7.92 1.05 2.38
94 O -7.15 0.54 3.48
95 P -6.02 1.45 4.12
96 O -6.29 2.88 4.14
97 O -4.67 1.04 3.36
98 C -4.58 1.32 1.96
99 O -5.83 0.75 5.51
100 C -4.97 1.40 6.47
101 H -8.91 0.62 2.44
102 H -8.00 2.14 2.43
103 H -7.46 0.76 1.44
104 H -5.12 2.23 1.70
105 H -4.98 0.48 1.40
106 H -3.53 1.45 1.71
107 H -5.58 1.95 7.17
108 H -4.27 2.08 5.98
109 H -4.42 0.63 7.00

3.
Here is a cluster of 15 separate species, C28H66Cl10F3N9O20 in total in a non-equilibrium geometry from OMol25. Energies are from ωB97M-V with the def2-TZVPD basis set.

frontier orbital gap: 0.246 Ha
ΔE to the lowest compared entry with this formula, charge and spin: 2.137 eV
2S+1: 1

Element x y z (Å)
1 C -1.55 1.79 2.71
2 O -1.62 0.53 2.10
3 C -2.26 0.38 0.86
4 C -1.50 1.01 -0.39
5 N -0.17 0.34 -0.51
6 H 0.37 0.52 0.33
7 H -0.38 -0.65 -0.50
8 C 0.68 0.84 -1.66
9 C 1.90 -0.09 -1.63
10 O 1.54 -1.42 -1.86
11 C 2.58 -2.38 -2.06
12 H -0.89 2.52 2.24
13 H -1.13 1.90 3.71
14 H -2.54 2.25 2.65
15 H -3.30 0.69 0.92
16 H -2.50 -0.68 0.74
17 H -1.31 2.08 -0.33
18 H -2.06 0.80 -1.30
19 H 0.91 1.90 -1.61
20 H -0.06 0.70 -2.46
21 H 2.57 0.08 -0.79
22 H 2.54 0.17 -2.47
23 H 2.21 -3.40 -1.99
24 H 3.28 -2.27 -1.23
25 H 3.17 -2.37 -2.98
26 C 2.20 2.14 1.92
27 O 2.03 2.80 0.63
28 O 1.82 0.82 1.68
29 C 3.54 2.55 2.68
30 F 4.62 2.47 1.95
31 F 3.41 3.84 2.97
32 F 3.71 1.92 3.84
33 C 1.73 4.18 0.61
34 C 1.32 4.72 -0.74
35 H 0.38 4.26 -1.04
36 H 1.17 5.80 -0.71
37 H 2.03 4.44 -1.52
38 H 2.67 4.67 0.88
39 H 0.98 4.50 1.33
40 H 1.41 2.54 2.56
41 Cl -0.38 0.04 -8.79
42 C 0.58 0.11 -7.24
43 C -0.15 -0.18 -5.96
44 Cl -1.67 0.75 -5.86
45 H 0.90 1.15 -7.22
46 H 1.43 -0.57 -7.27
47 H 0.43 0.09 -5.07
48 H -0.36 -1.25 -5.84
49 Cl 4.78 1.36 -2.88
50 C 4.50 2.15 -1.34
51 C 5.32 3.48 -1.21
52 Cl 7.02 3.14 -1.06
53 H 4.77 1.42 -0.58
54 H 3.43 2.30 -1.22
55 H 4.96 4.07 -0.37
56 H 5.19 4.21 -2.01
57 Cl -6.46 3.25 -0.63
58 C -6.52 2.86 1.09
59 C -6.06 4.05 1.95
60 Cl -4.33 4.26 1.81
61 H -5.90 1.99 1.32
62 H -7.54 2.53 1.31
63 H -6.34 3.84 2.98
64 H -6.54 5.01 1.77
65 Cl 6.02 -1.57 -0.69
66 C 5.61 -1.69 1.06
67 C 6.82 -1.18 1.88
68 Cl 8.18 -2.40 2.00
69 H 5.17 -2.67 1.26
70 H 4.83 -0.98 1.35
71 H 6.47 -1.09 2.91
72 H 7.11 -0.19 1.53
73 Cl 3.35 -8.11 0.73
74 C 1.80 -7.53 0.05
75 C 1.99 -6.23 -0.75
76 Cl 2.55 -4.85 0.27
77 H 1.23 -7.34 0.96
78 H 1.45 -8.35 -0.57
79 H 1.08 -5.90 -1.26
80 H 2.73 -6.42 -1.52
81 C -1.00 3.00 6.93
82 N -1.11 3.71 5.63
83 O -0.02 3.97 5.03
84 O -2.25 3.99 5.14
85 H -1.93 2.48 7.11
86 H -0.63 3.69 7.70
87 H -0.24 2.23 6.83
88 C 0.82 -0.58 4.36
89 N 1.46 -0.46 5.67
90 O 1.45 0.65 6.20
91 O 1.83 -1.54 6.16
92 H 0.49 0.40 4.01
93 H -0.11 -1.14 4.44
94 H 1.47 -1.02 3.61
95 C -2.36 -3.54 -3.18
96 N -1.69 -2.31 -2.68
97 O -2.07 -1.90 -1.63
98 O -0.85 -1.82 -3.41
99 H -1.71 -4.40 -3.07
100 H -2.65 -3.40 -4.23
101 H -3.26 -3.50 -2.57
102 C -5.26 -2.30 -0.51
103 N -5.79 -1.25 0.37
104 O -6.75 -0.56 0.00
105 O -5.21 -0.97 1.38
106 H -5.08 -3.10 0.20
107 H -4.36 -1.92 -0.98
108 H -6.06 -2.74 -1.11
109 C -3.99 -0.19 3.91
110 N -3.20 0.43 5.02
111 O -3.77 1.30 5.66
112 O -2.06 0.03 5.21
113 H -3.30 -0.65 3.20
114 H -4.62 0.60 3.50
115 H -4.57 -0.99 4.36
116 C -0.40 -3.02 1.46
117 N -1.59 -3.68 0.83
118 O -2.68 -3.42 1.33
119 O -1.51 -4.36 -0.18
120 H -0.57 -1.96 1.62
121 H 0.51 -3.22 0.89
122 H -0.18 -3.40 2.46
123 C 1.20 -4.95 -5.05
124 N 2.12 -3.87 -5.32
125 O 3.27 -4.20 -5.59
126 O 1.77 -2.69 -5.22
127 H 0.25 -4.67 -5.53
128 H 1.15 -4.89 -3.96
129 H 1.65 -5.85 -5.47
130 C -2.64 4.13 -4.46
131 N -2.41 3.61 -3.11
132 O -1.38 2.96 -2.81
133 O -3.20 3.90 -2.22
134 H -2.32 5.17 -4.42
135 H -3.67 4.23 -4.78
136 H -2.03 3.54 -5.15

4.
Here is a cluster of 5 separate species, C28H66FN6O12P3 in total in a non-equilibrium geometry from OMol25. Energies are from ωB97M-V with the def2-TZVPD basis set.

frontier orbital gap: 0.311 Ha
SMILES string: [H]/N=C(/C)CP(CCP(=O)(OCC)OCC)(COCOCCO)(C[C@H](C)F)P(=N)(O)O.CN(C)C=O.CN(C)C=O.CN(C)C=O.CN(C)C=O
ΔE to the lowest compared entry with this formula, charge and spin: 4.251 eV
2S+1: 1

Element x y z (Å)
1 H -1.45 -3.58 -3.90
2 N -2.16 -3.12 -3.31
3 C -1.69 -2.00 -2.85
4 C -2.64 -1.21 -1.90
5 C -0.23 -1.55 -3.25
6 P 1.05 -1.66 -1.87
7 C 2.90 -1.73 -2.40
8 C 3.89 -1.78 -1.15
9 P 5.55 -0.96 -1.58
10 O 5.26 0.53 -1.68
11 O 6.56 -1.14 -0.23
12 C 6.47 -2.47 0.34
13 C 7.77 -2.93 1.09
14 O 6.22 -1.61 -2.98
15 C 7.67 -1.47 -3.01
16 C 8.19 -0.02 -2.69
17 C 1.00 -3.55 -2.03
18 O 1.92 -4.24 -1.15
19 C 2.11 -5.54 -1.75
20 O 2.66 -6.48 -0.84
21 C 1.67 -7.39 -0.32
22 C 1.65 -7.27 1.27
23 O 0.41 -6.75 1.78
24 C 0.72 -1.67 -0.01
25 C -0.41 -2.66 0.49
26 C -1.26 -1.93 1.62
27 F 0.13 -3.82 1.12
28 P 1.16 0.60 -1.78
29 N 1.56 1.25 -3.20
30 O -0.33 1.29 -1.36
31 O 2.37 1.14 -0.70
32 H -2.75 -1.69 -0.88
33 H -3.67 -1.24 -2.35
34 H -2.38 -0.13 -1.78
35 H -0.32 -0.54 -3.74
36 H 0.12 -2.25 -4.07
37 H 3.13 -2.65 -3.01
38 H 3.21 -0.84 -3.01
39 H 3.52 -1.21 -0.26
40 H 4.03 -2.84 -0.82
41 H 6.27 -3.21 -0.50
42 H 5.57 -2.49 1.02
43 H 7.96 -2.33 2.02
44 H 8.68 -2.97 0.43
45 H 7.59 -4.00 1.42
46 H 8.09 -1.82 -3.98
47 H 8.07 -2.15 -2.20
48 H 8.40 0.09 -1.58
49 H 7.49 0.81 -2.97
50 H 9.17 0.18 -3.21
51 H -0.02 -4.01 -1.90
52 H 1.31 -3.83 -3.09
53 H 2.88 -5.41 -2.57
54 H 1.17 -5.88 -2.26
55 H 0.66 -7.30 -0.78
56 H 2.04 -8.43 -0.54
57 H 1.75 -8.31 1.70
58 H 2.54 -6.68 1.62
59 H -0.05 -6.25 1.08
60 H 1.63 -1.89 0.62
61 H 0.39 -0.63 0.30
62 H -1.12 -3.00 -0.31
63 H -1.78 -2.74 2.19
64 H -2.00 -1.24 1.14
65 H -0.53 -1.42 2.30
66 H 1.68 0.50 -3.88
67 H -0.68 1.61 -2.22
68 H 2.21 0.71 0.16
69 C 0.98 6.40 -0.99
70 N 0.57 5.16 -1.63
71 C 1.10 3.90 -1.14
72 C -0.30 5.14 -2.67
73 O -0.69 4.13 -3.24
74 H 2.07 6.50 -1.08
75 H 0.70 6.37 0.06
76 H 0.50 7.25 -1.47
77 H 1.63 3.39 -1.95
78 H 0.27 3.27 -0.82
79 H 1.78 4.07 -0.31
80 H -0.64 6.14 -2.96
81 C -0.63 8.10 4.97
82 N -0.45 7.43 3.70
83 C -1.49 6.54 3.22
84 C 0.67 7.60 2.94
85 O 0.87 7.06 1.87
86 H -0.74 7.36 5.76
87 H -1.52 8.73 4.92
88 H 0.24 8.73 5.20
89 H -1.08 5.54 3.08
90 H -1.85 6.90 2.25
91 H -2.32 6.51 3.93
92 H 1.40 8.29 3.40
93 C -5.67 3.16 0.89
94 N -5.04 1.91 0.54
95 C -4.67 1.66 -0.84
96 C -4.77 0.95 1.47
97 O -4.24 -0.12 1.23
98 H -6.60 3.26 0.34
99 H -5.00 3.99 0.63
100 H -5.88 3.20 1.96
101 H -5.19 0.77 -1.19
102 H -3.60 1.49 -0.90
103 H -4.94 2.51 -1.46
104 H -5.08 1.23 2.48
105 C -9.95 -0.55 3.87
106 N -8.55 -0.33 3.57
107 C -7.90 -1.17 2.58
108 C -7.82 0.64 4.18
109 O -6.65 0.87 3.97
110 H -10.08 -1.57 4.24
111 H -10.53 -0.42 2.96
112 H -10.29 0.15 4.63
113 H -7.06 -1.69 3.05
114 H -7.51 -0.55 1.77
115 H -8.60 -1.90 2.18
116 H -8.40 1.22 4.91